Record 1
ORCA calculation (the ωB97M-V functional and the def2-TZVPD basis) on 8 unconnected molecules or ions with the total composition C20H24Cl12F12O8.

Properties
E_LUMO (eV): 0.316
HOMO (eV): -10.975
Energy relative to the best compared isomer or geometry (same formula, charge and spin) (kJ/mol): 0.00
SMILES: CCOC(=O)C(F)(F)F.CCOC(=O)C(F)(F)F.CCOC(=O)C(F)(F)F.CCOC(=O)C(F)(F)F.ClC(Cl)Cl.ClC(Cl)Cl.ClC(Cl)Cl.ClC(Cl)Cl
HOMO-LUMO gap (Eh): 0.415

XYZ file:
```
76
Properties=species:S:1:pos:R:3:forces:R:3
C 3.79073 0.01810 1.24679 0.6 -0.8 0.4
C 2.47258 -0.48752 1.82346 0.5 0.8 0.5
O 2.09576 -1.70860 1.18344 -0.2 -0.6 -1.3
C 1.51010 -2.65943 1.90000 1.4 1.4 1.5
O 1.31315 -2.54883 3.07654 -0.5 -0.6 -0.1
C 1.29327 -3.98019 1.17625 0.2 -0.6 0.4
F 2.00136 -4.07343 0.06202 -0.2 0.1 -0.4
F 1.68084 -4.99830 1.96327 -0.1 0.3 0.0
F -0.00878 -4.13943 0.94639 -0.2 0.0 -0.5
H 4.19222 0.80918 1.88087 -0.3 0.3 -0.1
H 3.81911 0.31898 0.20139 -0.5 0.2 0.0
H 4.54989 -0.76464 1.34789 -0.1 -0.2 0.0
H 1.69389 0.27175 1.74242 -0.3 -0.3 -0.4
H 2.57438 -0.66037 2.89497 0.1 -0.2 -0.1
C -3.03641 2.26909 -6.07574 0.5 0.5 -0.2
C -4.11338 2.67511 -5.08677 -0.1 -1.8 -0.5
O -3.45687 3.18931 -3.93830 0.9 1.2 0.7
C -4.13914 3.50266 -2.84272 -0.9 -1.4 -1.0
O -5.31431 3.31982 -2.71989 -0.3 0.4 0.3
C -3.26663 3.92432 -1.66208 1.1 -0.2 -0.3
F -2.05119 4.29933 -2.08184 -0.2 0.3 0.2
F -3.82342 4.88920 -0.96604 -0.1 0.3 0.1
F -3.07131 2.86423 -0.84308 -0.3 0.1 -0.1
H -2.46223 3.14717 -6.37882 -0.2 0.0 -0.3
H -3.47575 1.78285 -6.94671 -0.1 0.2 -0.1
H -2.28463 1.57729 -5.69858 -0.3 -0.1 0.5
H -4.65160 1.76352 -4.81099 -0.2 0.2 0.3
H -4.84690 3.33217 -5.55280 0.2 0.5 0.4
C -1.33720 -2.26186 4.14507 -1.4 0.9 0.7
C -1.06958 -1.77072 5.56607 1.1 -0.5 -0.7
O 0.33334 -1.45914 5.61826 1.5 0.2 0.8
C 0.80468 -0.82193 6.70411 -1.5 -0.4 -1.7
O 0.11608 -0.35734 7.55396 0.1 0.2 0.9
C 2.32637 -0.67476 6.67413 0.1 0.8 0.5
F 2.90117 -1.31390 5.67716 0.2 -0.3 -0.3
F 2.67206 0.62682 6.59928 -0.2 -0.1 -0.3
F 2.80923 -1.11037 7.83391 0.2 -0.5 0.2
H -1.07085 -1.55572 3.36174 0.1 0.2 0.2
H -2.43234 -2.29264 4.19275 0.0 -0.5 -0.7
H -0.91376 -3.22710 3.89264 0.0 -0.1 0.3
H -1.23818 -2.61855 6.23329 -0.2 0.3 0.3
H -1.60209 -0.87657 5.88668 -0.3 -0.2 -0.2
C 6.14555 -2.11572 -3.17274 -0.4 -0.7 0.3
C 5.17730 -2.20658 -1.99339 1.2 0.6 0.7
O 3.78224 -2.32719 -2.26290 -0.3 -0.2 0.3
C 3.08346 -1.22203 -2.46476 1.1 -0.6 -1.1
O 3.55938 -0.15103 -2.70919 -0.4 0.5 0.3
C 1.57749 -1.52419 -2.43500 0.3 1.1 1.0
F 1.10328 -0.79929 -1.40232 0.0 -0.2 0.0
F 0.93824 -1.10172 -3.51386 0.1 -0.3 -0.5
F 1.34974 -2.79314 -2.19387 -0.5 -0.5 -0.4
H 6.02630 -1.33855 -3.92366 -0.4 0.3 0.4
H 6.12142 -3.07108 -3.69865 0.3 0.0 -0.1
H 7.11085 -1.97644 -2.68451 0.2 -0.1 -0.3
H 5.40115 -1.41202 -1.27507 -0.7 0.6 -0.4
H 5.44153 -3.05246 -1.35743 -0.3 -0.5 -0.6
C -1.90031 0.45779 0.78093 0.7 0.0 -0.5
Cl -3.49037 0.08727 1.31585 -1.1 -0.1 0.7
Cl -1.04360 -1.05761 0.45672 -0.1 0.1 -0.1
Cl -0.96876 1.44532 1.90274 -0.2 0.1 0.1
H -2.04241 1.01019 -0.14228 0.5 -0.1 0.0
C -3.15925 -1.20710 -3.50156 0.1 -0.9 0.0
Cl -3.31230 -1.03373 -5.23752 -0.3 0.2 -0.3
Cl -2.49494 0.24222 -2.78907 0.1 0.1 0.1
Cl -2.17019 -2.65164 -3.21015 0.2 0.1 0.3
H -4.11899 -1.44141 -3.05466 -0.1 0.3 -0.1
C 1.93623 2.67880 -2.01304 0.3 0.4 0.7
Cl 0.31994 2.05528 -1.64375 0.2 0.4 -0.1
Cl 2.76036 3.26734 -0.52526 -0.2 -0.6 -0.1
Cl 1.95094 4.06520 -3.09575 -0.4 -0.3 -0.4
H 2.49744 1.85188 -2.43485 0.1 0.1 0.0
C -5.32671 3.33657 2.50558 -0.2 -0.4 -0.4
Cl -6.53228 3.49370 3.77055 -0.3 0.1 0.1
Cl -4.02847 4.49683 2.73835 0.0 0.0 -0.2
Cl -6.05880 3.43588 0.86483 0.3 0.0 0.7
H -4.91912 2.33910 2.61929 0.1 0.1 -0.2
```
Forces are in eV/Å.

Population analysis type Löwdin, resulting atomic charges in e:
1 C -0.05
2 C -0.19
3 O 0.00
4 C -0.41
5 O 0.14
6 C -0.56
7 F 0.18
8 F 0.17
9 F 0.16
10 H 0.08
11 H 0.05
12 H 0.08
13 H 0.09
14 H 0.12
15 C -0.09
16 C -0.22
17 O 0.00
18 C -0.40
19 O 0.16
20 C -0.56
21 F 0.14
22 F 0.17
23 F 0.10
24 H 0.08
25 H 0.08
26 H 0.04
27 H 0.11
28 H 0.13
29 C -0.07
30 C -0.17
31 O 0.00
32 C -0.39
33 O 0.18
34 C -0.56
35 F 0.19
36 F 0.15
37 F 0.17
38 H 0.04
39 H 0.08
40 H 0.07
41 H 0.13
42 H 0.13
43 C -0.05
44 C -0.21
45 O 0.05
46 C -0.38
47 O 0.16
48 C -0.58
49 F 0.05
50 F 0.17
51 F 0.18
52 H 0.08
53 H 0.08
54 H 0.08
55 H 0.12
56 H 0.13
57 C -1.58
58 Cl 0.60
59 Cl 0.62
60 Cl 0.57
61 H -0.07
62 C -1.51
63 Cl 0.58
64 Cl 0.62
65 Cl 0.54
66 H 0.02
67 C -1.48
68 Cl 0.57
69 Cl 0.51
70 Cl 0.54
71 H -0.02
72 C -1.55
73 Cl 0.54
74 Cl 0.54
75 Cl 0.53
76 H -0.03

=====

Record 2
ORCA calculation (the ωB97M-V functional and the def2-TZVPD basis) on a molecular structure, C20H24Cl2MnO2.

Properties
E_LUMO (alpha / beta) (eV): 3.745 / 4.534
HOMO (alpha / beta) (eV): -0.193 / 0.398
Spin multiplicity: 4
Charge: -2
HOMO-LUMO gap (alpha / beta) (Eh): 0.145 / 0.152

XYZ file:
```
49
Properties=species:S:1:pos:R:3:forces:R:3
C -2.72756 0.74763 1.36384 0.6 0.8 -1.4
C -2.89135 -0.48138 0.64656 0.4 1.0 -1.1
C -2.91290 -0.17825 -0.75486 0.3 1.2 1.1
C -2.99617 -1.80722 1.25496 0.4 -1.0 -0.2
C -2.79887 1.23897 -0.89484 0.1 -1.1 1.1
C -2.69151 1.81045 0.40967 0.1 -1.3 0.1
C -2.44685 3.23796 0.69248 -0.1 0.4 0.1
C -2.52821 0.87712 2.82366 -0.1 0.1 0.4
C -2.91432 -1.15841 -1.86119 -0.1 -0.5 -0.2
C -2.68462 1.98525 -2.16400 -0.1 0.3 -0.3
Mn 0.65378 0.84185 0.69743 -1.2 0.2 -0.9
Cl -0.78439 -3.79279 0.04081 0.5 -0.7 -0.4
Cl 0.63203 -0.79018 2.11030 0.2 -0.3 0.5
O 0.21963 1.60038 -0.93335 0.2 -0.4 -0.6
H -2.72655 -1.78343 2.31302 -0.2 0.0 0.0
H -2.28116 -2.53084 0.77123 -0.7 0.6 0.4
H -4.00486 -2.22606 1.12960 0.0 0.0 0.2
H -2.35888 -2.06895 -1.58365 -0.2 0.2 -0.1
H -2.43875 -0.74487 -2.76263 -0.2 -0.1 0.1
H -3.94653 -1.44550 -2.12083 0.2 -0.1 -0.2
H -2.15750 1.41360 -2.93849 -0.2 0.0 0.1
H -2.12563 2.91600 -2.02293 -0.1 -0.1 -0.1
H -3.68827 2.23555 -2.53741 0.1 0.1 -0.3
H -1.88536 3.71257 -0.12375 -0.1 0.0 0.1
H -1.85524 3.37269 1.60565 -0.2 0.0 0.0
H -3.40845 3.75961 0.80509 0.2 0.3 0.1
H -2.09209 -0.03567 3.24983 -0.1 0.2 -0.1
H -3.49662 1.06438 3.31243 0.2 0.0 0.3
H -1.83446 1.69659 3.05605 -0.2 -0.1 0.0
H 0.45114 1.02855 -1.70216 -0.2 0.6 1.0
O 0.29521 2.31685 1.81733 1.0 0.0 -0.7
H 0.49582 3.18071 1.41332 -0.2 -0.6 0.0
C 4.23199 -3.56495 -0.66828 0.7 0.8 0.2
C 2.82999 -3.44173 -0.67006 -0.1 0.3 -0.2
C 2.23167 -2.19542 -0.61978 -0.3 -0.5 0.2
C 2.99366 -1.02402 -0.44325 1.8 -0.3 0.2
C 2.46662 0.26360 -0.20675 -1.1 0.7 0.6
C 3.24234 1.38648 -0.14776 0.6 -0.3 0.0
C 4.66130 1.25614 -0.11000 0.0 -0.2 -0.5
C 5.25691 0.01531 -0.25469 -0.6 0.5 0.1
C 4.45188 -1.15292 -0.43549 -0.6 0.3 0.1
C 5.03872 -2.43465 -0.54702 -0.4 -0.6 -0.3
H 4.70931 -4.53736 -0.77330 -0.2 0.1 0.1
H 2.20097 -4.32891 -0.71051 0.0 0.3 -0.1
H 1.14268 -2.15466 -0.68424 0.2 0.0 0.3
H 2.74396 2.36010 -0.10577 0.4 -0.2 0.2
H 5.25204 2.16234 0.02465 0.1 -0.2 -0.1
H 6.34087 -0.08841 -0.21716 -0.2 0.0 0.0
H 6.13456 -2.51408 -0.54375 -0.4 0.0 0.0
```
Forces are in eV/Å.

Population analysis type Löwdin, resulting atomic charges in e:
1 C -0.23
2 C -0.22
3 C -0.22
4 C -0.12
5 C -0.25
6 C -0.25
7 C -0.08
8 C -0.09
9 C -0.07
10 C -0.08
11 Mn 0.51
12 Cl -0.39
13 Cl 0.12
14 O -0.34
15 H 0.06
16 H -0.10
17 H 0.07
18 H 0.03
19 H 0.06
20 H 0.07
21 H 0.06
22 H 0.05
23 H 0.07
24 H 0.06
25 H 0.05
26 H 0.07
27 H 0.05
28 H 0.07
29 H 0.05
30 H 0.02
31 O -0.37
32 H -0.01
33 C -0.11
34 C -0.09
35 C -0.07
36 C -0.18
37 C -0.16
38 C -0.13
39 C -0.10
40 C -0.07
41 C -0.18
42 C -0.08
43 H 0.08
44 H 0.08
45 H 0.03
46 H 0.09
47 H 0.08
48 H 0.09
49 H 0.09